(1)
Molecular formula: C43H51N4O
Method: DFT, ωB97M-V/def2-TZVPD

Its charge is +1. The frontier orbital gap comes out at 6.33 eV.

Last column: Löwdin charge in e.
CARTESIAN COORDINATES (ANGSTROEM)
O 3.078 -7.114 6.922  0.10
N -0.966 0.812 1.982  -0.05
N 1.198 -4.229 6.132  0.05
N 1.368 -5.793 7.747  -0.03
N 1.230 0.814 2.082  -0.02
C -2.950 1.695 5.496  -0.06
C 0.108 0.278 2.635  -0.04
C -1.855 0.985 5.016  -0.01
C -4.204 -0.890 2.558  0.00
C 3.569 1.540 2.398  -0.19
C 2.587 0.515 2.409  -0.11
C 5.323 -8.134 3.047  -0.07
C 2.935 -7.933 3.421  -0.04
C 2.263 -5.142 5.685  -0.16
C 5.351 -0.107 2.686  -0.26
C 1.938 -5.813 4.344  -0.08
C 3.112 -6.601 3.810  -0.24
C -3.204 1.711 2.355  -0.21
C 2.320 -6.152 6.829  -0.37
C 4.919 1.203 2.490  -0.01
C 5.494 -6.783 3.392  -0.07
C -2.672 -1.014 6.133  -0.02
C -1.684 -0.397 5.310  -0.19
C -1.984 -1.875 1.894  -0.02
C -3.681 -0.268 6.726  -0.06
C 6.812 -0.406 2.861  -0.05
C 0.511 -4.673 7.367  -0.45
C 4.380 -6.015 3.752  -0.05
C 3.012 -0.830 2.546  -0.18
C -4.571 1.484 2.538  0.00
C 0.896 -3.158 5.362  0.03
C 3.315 3.006 2.247  -0.05
C -0.923 -5.143 7.088  0.02
C 4.042 -8.708 3.064  -0.07
C -2.864 -0.713 2.216  -0.20
C -6.442 -0.023 3.322  -0.04
C 0.914 1.663 0.908  -0.10
C -3.872 1.070 6.349  -0.05
C 2.079 -1.994 2.412  -0.04
C 4.383 -1.112 2.664  0.00
C 1.131 -6.603 8.918  0.00
C 0.505 -3.598 8.468  0.01
C -0.567 1.532 0.752  -0.09
C -0.161 -2.272 5.568  -0.05
C -2.352 0.594 2.208  -0.18
C -0.555 -1.157 4.830  0.01
C -5.054 0.194 2.785  -0.26
C -2.698 3.122 2.471  -0.05
H -1.521 -4.330 6.662  0.07
H -1.099 2.480 0.682  0.11
H 3.235 -4.605 5.654  0.17
H -1.088 1.466 4.398  0.11
H 1.880 -7.394 8.956  0.10
H 5.681 1.978 2.396  0.13
H -0.919 -5.990 6.387  0.10
H 1.642 -5.039 3.615  0.12
H -2.606 -2.775 1.819  0.09
H 1.464 1.343 0.016  0.14
H -1.470 -1.730 0.933  0.10
H 1.076 -6.484 4.517  0.13
H -4.726 1.631 6.727  0.11
H -1.381 -5.459 8.034  0.09
H 1.203 2.700 1.081  0.09
H 7.348 0.532 3.016  0.08
H -7.142 0.727 2.928  0.09
H 1.206 -5.991 9.822  0.10
H -3.154 3.643 3.335  0.08
H -5.261 2.327 2.593  0.13
H 7.241 -0.897 1.978  0.09
H 4.488 -4.959 4.019  0.10
H -0.719 -2.481 6.480  0.06
H 2.401 -2.808 3.080  0.05
H 1.532 -3.380 8.790  0.11
H 4.021 3.559 2.885  0.09
H -3.096 2.744 5.211  0.10
H -1.606 3.176 2.590  0.08
H -0.072 -3.962 9.327  0.10
H 3.535 3.319 1.216  0.10
H 0.044 -2.671 8.120  0.07
H 1.586 -3.005 4.535  0.10
H -4.329 -0.746 7.466  0.11
H 6.484 -6.317 3.377  0.11
H 7.000 -1.047 3.729  0.08
H 4.692 -2.161 2.687  0.12
H -6.459 0.056 4.423  0.08
H 1.045 -1.718 2.655  0.04
H 3.895 -9.756 2.786  0.11
H 0.021 -0.726 3.935  0.04
H -2.981 3.707 1.578  0.10
H -0.853 0.947 -0.133  0.13
H -1.233 -2.049 2.678  0.06
H 2.091 -2.409 1.387  0.11
H 6.194 -8.744 2.797  0.11
H 0.131 -7.050 8.882  0.10
H 2.297 3.313 2.490  0.07
H -2.642 -2.097 6.303  0.11
H -4.599 -1.908 2.631  0.12
H -6.800 -1.031 3.066  0.08
H 1.923 -8.342 3.428  0.11

(2)
Molecular formula: C43H51N4O
Method: DFT, ωB97M-V/def2-TZVPD

Its charge is +1. The frontier orbital gap comes out at 5.90 eV.

Last column: Löwdin charge in e.
CARTESIAN COORDINATES (ANGSTROEM)
O 0.083 6.400 1.517  0.10
N 0.497 -3.553 -1.296  -0.06
N -0.362 -2.179 -2.779  -0.04
N -0.611 4.709 2.929  -0.03
N -0.353 2.885 1.600  0.07
C -1.895 -1.238 -4.432  -0.19
C -0.775 1.304 -4.039  -0.01
C -0.358 0.240 -3.226  -0.18
C -0.730 3.255 2.989  -0.45
C -1.786 1.133 -4.996  -0.26
C 0.793 0.486 -2.305  -0.05
C -0.620 0.471 1.672  -0.05
C -1.076 -1.707 3.445  -0.01
C 0.933 -4.161 -0.081  -0.16
C -0.757 -6.068 -0.359  -0.04
C 1.292 5.301 -1.644  -0.04
C 1.621 6.414 -2.420  -0.07
C -2.313 2.309 -5.768  -0.05
C -0.616 -0.823 1.154  0.05
C -0.858 5.556 4.076  0.00
C 2.041 5.028 -0.491  -0.24
C -2.505 -2.554 -4.800  -0.06
C -1.553 -2.702 4.297  -0.06
C 0.141 4.032 0.829  -0.16
C 3.189 5.765 -0.198  -0.04
C -0.312 1.660 1.020  0.04
C -1.499 -3.142 1.543  0.00
C 2.716 7.215 -2.081  -0.07
C 1.600 3.900 0.403  -0.09
C 1.886 -3.501 0.709  -0.20
C -0.924 -1.046 -3.419  -0.12
C -0.005 -2.298 -1.474  -0.01
C 3.502 6.889 -0.962  -0.06
C 0.753 -4.210 -2.579  -0.11
C 0.221 2.698 4.053  0.01
C -1.862 -4.171 2.414  -0.05
C 1.654 -5.228 2.409  -0.26
C -1.052 -1.888 2.026  -0.18
C -2.156 2.863 3.399  0.01
C 1.881 -5.698 3.820  -0.05
C 0.384 -5.393 0.336  -0.22
C -2.276 -0.155 -5.221  -0.01
C 0.048 -3.350 -3.563  -0.12
C -1.898 -3.953 3.798  -0.05
C -0.102 5.211 1.766  -0.37
C 2.539 -2.244 0.238  -0.03
C 0.829 -5.947 1.539  -0.01
C 2.189 -4.010 1.970  0.00
H 1.019 -5.434 4.461  0.08
H 4.339 7.522 -0.682  0.11
H 0.741 1.515 -1.928  0.05
H 1.827 -1.413 0.194  0.05
H -2.010 -2.940 -5.705  0.10
H 0.791 -0.202 -1.457  0.02
H -1.554 2.698 -6.461  0.09
H -0.210 5.281 4.916  0.10
H -1.622 -2.501 5.367  0.11
H -0.377 -1.041 0.101  0.06
H 3.003 -2.365 -0.749  0.10
H -2.591 3.125 -5.084  0.08
H -2.900 3.416 2.813  0.11
H 0.454 -6.928 1.845  0.13
H 3.317 -1.955 0.949  0.08
H -3.561 -2.441 -5.070  0.09
H 2.866 -3.449 2.625  0.12
H 0.447 4.659 -1.906  0.11
H -2.330 1.792 3.271  0.08
H 1.005 6.662 -3.284  0.11
H -2.974 -0.327 -6.046  0.13
H 1.821 -4.174 -2.830  0.13
H 2.003 -6.791 3.858  0.09
H -0.140 3.003 5.044  0.09
H 1.729 2.933 -0.103  0.11
H 1.239 3.085 3.921  0.10
H -0.043 1.627 -0.041  0.12
H -0.659 6.596 3.809  0.10
H -0.806 -3.873 -3.974  0.09
H -0.444 -7.028 -0.796  0.10
H 3.811 5.480 0.658  0.12
H -3.195 2.015 -6.351  0.08
H -0.692 -0.797 3.908  0.10
H 0.253 1.605 4.023  0.07
H -0.286 2.279 -3.937  0.12
H -2.287 3.112 4.461  0.09
H -2.175 -4.770 4.476  0.12
H -2.107 -5.156 2.030  0.10
H 2.986 8.062 -2.706  0.10
H 2.235 3.864 1.301  0.13
H -1.550 -6.302 0.370  0.07
H 2.781 -5.227 4.242  0.08
H 0.739 -3.065 -4.371  0.14
H -2.502 -3.288 -3.994  0.07
H -1.899 5.464 4.400  0.10
H -0.504 4.170 -0.057  0.16
H -0.955 0.577 2.702  0.06
H 1.755 0.388 -2.832  0.11
H -1.209 -5.438 -1.130  0.08
H -1.514 -3.290 0.460  0.11
H 0.396 -5.236 -2.531  0.11

Most stable structure: (2)

(1)
Molecular formula: C20H21FN4O2S
Method: DFT, ωB97M-V/def2-TZVPD

The frontier orbital gap comes out at 8.71 eV.

Last column: Löwdin charge in e.
CARTESIAN COORDINATES (ANGSTROEM)
S -1.798 1.624 -0.874  0.99
F 5.389 -1.843 -0.985  0.06
O 3.382 -0.213 2.216  0.05
O -4.806 0.841 -0.631  -0.07
N -1.067 -0.959 -1.322  0.01
N 3.007 -1.334 0.300  0.10
N 0.171 0.058 0.187  -0.01
N -0.143 -1.827 -0.885  0.06
C 1.553 2.079 0.219  -0.06
C 3.750 -0.543 1.102  -0.45
C -0.875 0.167 -0.683  -0.62
C 5.540 1.149 1.065  -0.01
C -5.825 0.212 0.019  -0.27
C -7.223 -1.655 0.583  -0.09
C -7.966 -0.862 1.436  -0.11
C -7.634 0.476 1.584  -0.09
C -2.979 1.038 -2.126  -0.41
C 0.704 1.101 1.026  -0.19
C 0.595 -1.234 0.010  -0.29
C -6.155 -1.130 -0.128  -0.02
C 7.462 1.040 -0.360  -0.07
C -4.020 0.102 -1.538  -0.28
C 5.801 -0.672 -0.443  -0.21
C -6.573 1.011 0.884  -0.01
C 6.730 1.690 0.621  -0.07
C 7.000 -0.150 -0.892  -0.01
C 5.040 -0.040 0.536  -0.07
C 1.731 -1.870 0.729  -0.08
H -3.517 -0.738 -1.042  0.11
H 0.952 2.556 -0.551  0.05
H 8.396 1.454 -0.709  0.11
H 3.316 -1.590 -0.623  0.14
H 7.092 2.614 1.043  0.11
H 1.948 2.844 0.881  0.08
H -5.591 -1.774 -0.785  0.10
H 7.553 -0.684 -1.648  0.12
H -8.797 -1.280 1.983  0.10
H 2.388 1.564 -0.251  0.07
H 1.693 -2.943 0.529  0.13
H -8.206 1.106 2.249  0.10
H 4.963 1.631 1.840  0.12
H -6.300 2.050 0.986  0.12
H -4.640 -0.292 -2.356  0.14
H -0.139 1.630 1.481  0.12
H 1.655 -1.691 1.806  0.13
H -7.472 -2.700 0.461  0.10
H -3.452 1.938 -2.516  0.08
H 1.309 0.641 1.811  0.11
H -2.406 0.529 -2.897  0.08

(2)
Molecular formula: C20H21FN4O2S
Method: DFT, ωB97M-V/def2-TZVPD

The frontier orbital gap comes out at 8.85 eV.

Last column: Löwdin charge in e.
CARTESIAN COORDINATES (ANGSTROEM)
S -0.252 3.467 -1.473  0.98
F -1.415 -4.209 1.868  0.06
O -0.398 -0.515 3.348  0.05
O 2.134 2.610 -3.016  -0.08
N -0.201 -1.796 1.506  0.09
N 0.548 1.332 0.048  -0.01
N -0.333 -0.335 -1.067  0.09
N -0.662 0.794 -1.707  0.03
C 1.244 2.135 1.019  -0.20
C 2.974 0.648 -2.085  -0.02
C 1.217 3.332 -3.800  -0.26
C -0.805 -1.433 2.658  -0.42
C -0.222 3.245 -3.285  -0.41
C -2.002 -2.231 3.063  -0.06
C -2.908 -1.619 3.928  -0.01
C -0.135 1.786 -1.041  -0.64
C 1.542 -0.939 -3.829  -0.08
C -4.038 -2.280 4.370  -0.07
C -3.389 -4.220 3.120  -0.01
C -4.281 -3.582 3.964  -0.07
C -2.268 -3.541 2.680  -0.21
C 3.072 -0.726 -2.006  -0.10
C 1.439 0.438 -3.923  -0.03
C 2.150 1.242 -3.042  -0.28
C 0.346 2.483 2.202  -0.05
C 0.383 -0.023 -0.021  -0.29
C 2.350 -1.527 -2.875  -0.11
C 0.893 -1.019 0.964  -0.08
H -4.728 -1.782 5.034  0.10
H 1.593 -1.697 0.469  0.12
H -5.160 -4.106 4.307  0.11
H -0.642 -2.439 0.867  0.14
H 1.566 4.366 -3.726  0.13
H 1.252 3.023 -4.853  0.12
H 0.973 -1.554 -4.509  0.11
H 1.383 -0.517 1.801  0.12
H 1.569 3.047 0.508  0.10
H 3.714 -1.171 -1.259  0.10
H 0.795 0.867 -4.674  0.11
H 2.415 -2.602 -2.806  0.10
H 2.127 1.584 1.355  0.12
H -0.530 3.027 1.856  0.08
H 0.892 3.108 2.902  0.08
H -0.829 4.036 -3.722  0.08
H -3.546 -5.238 2.798  0.12
H -2.694 -0.610 4.244  0.12
H 0.023 1.580 2.717  0.05
H 3.524 1.290 -1.415  0.12
H -0.677 2.272 -3.462  0.06

Most stable structure: (1)

(1)
Molecular formula: C6H11BO3
Method: DFT, ωB97M-V/def2-TZVPD

The frontier orbital gap comes out at 9.42 eV.

Last column: Löwdin charge in e.
CARTESIAN COORDINATES (ANGSTROEM)
O 0.124 -2.428 -1.262  0.18
O -2.184 -2.004 -0.670  0.12
O 0.747 1.490 1.217  -0.09
C -0.420 -0.662 0.483  0.05
C 0.371 0.953 -0.022  -0.42
C -0.691 1.753 -0.754  -0.04
C 1.609 0.664 -0.928  -0.03
C -0.301 -0.631 1.759  -0.08
C 0.477 0.524 2.261  -0.16
B -0.821 -1.777 -0.530  -0.65
H 2.207 -0.230 -0.695  0.08
H -0.309 -2.955 -1.935  0.10
H -1.595 2.061 -0.156  0.11
H -0.411 -1.402 2.450  0.10
H -1.002 1.358 -1.712  0.08
H 2.423 1.500 -0.886  0.11
H -0.305 2.699 -1.088  0.07
H 1.403 0.575 -1.956  0.05
H 1.450 0.068 2.563  0.14
H -2.715 -2.761 -1.094  0.15
H -0.057 1.206 2.955  0.13

(2)
Molecular formula: C6H11BO3
Method: DFT, ωB97M-V/def2-TZVPD

The frontier orbital gap (spin up / spin down) comes out at 5.83 / 8.20 eV.

Last column: Löwdin charge in e.
CARTESIAN COORDINATES (ANGSTROEM)
O 3.779 -1.503 -0.136  0.18
O 4.446 0.849 0.196  0.20
O -0.883 -0.246 0.757  -0.08
C -2.694 1.087 -0.387  -0.03
C -2.699 -1.577 0.040  -0.03
C 2.184 0.361 -0.549  0.19
C -2.021 -0.226 0.027  -0.35
C 0.093 0.713 0.800  -0.17
C 0.944 0.650 -0.529  -0.07
B 3.543 -0.142 -0.014  -0.66
H 5.291 0.566 0.176  0.04
H -2.516 -1.919 -1.001  0.09
H 0.649 0.326 1.557  0.10
H -2.284 -2.304 0.683  0.06
H -3.316 1.371 0.385  0.04
H -0.391 1.634 0.894  0.10
H 0.141 0.804 -1.223  0.09
H -1.965 1.842 -0.663  0.07
H 4.676 -1.657 -0.104  0.05
H -3.294 0.743 -1.297  0.11
H -3.684 -1.374 0.387  0.06

Most stable structure: (1)